A gas-phase ion, C5H4N (charge +1) in a non-equilibrium geometry. Source: OMol25; level of theory: the ωB97M-V functional and the def2-TZVPD basis.

The HOMO-LUMO gap (spin up / spin down) comes out at 6.4232 / 6.7153 eV. The energy above the lowest of the compared OMol25 structures with the same formula, charge and spin is 6.3686 eV. The total charge is +1. Its HOMO energy (spin up / spin down) is -15.1 / -15.4 eV.

Geometry (Å):
C -1.48 -0.45 -0.19
C -1.86 0.79 -0.45
C 0.56 -1.09 -0.18
C -0.62 -1.45 -0.68
C 0.76 0.39 0.09
N -0.69 0.65 0.50
H 1.62 -1.48 -0.27
H 1.48 0.83 0.73
H 1.04 0.73 -0.93
H -0.82 1.07 1.39

=====

A molecular structure, C14H44CsO12 in a non-equilibrium geometry. Source: OMol25; level of theory: the ωB97M-V functional and the def2-TZVPD basis.

The HOMO-LUMO gap comes out at 7.3352 eV. The energy above the lowest of the compared OMol25 structures with the same formula, charge and spin is 0.0000 eV. The total charge is -1. Its HOMO energy is -5.8 eV.

Geometry (Å):
Cs -1.40 -1.61 3.10
C 0.08 -0.12 0.19
O 0.45 0.32 -0.93
O -1.07 -0.77 0.30
O 0.73 0.10 1.29
C -0.33 3.27 4.92
C -0.21 2.70 3.53
O -0.05 1.30 3.64
H 0.51 2.92 5.52
H -1.28 2.98 5.38
H -0.37 4.36 4.90
H 0.67 3.12 3.01
H -1.08 2.96 2.91
H 0.30 0.95 2.78
C -0.03 -5.66 0.12
C -0.74 -4.35 0.33
O 0.23 -3.41 0.82
H 0.79 -5.50 -0.58
H -0.70 -6.36 -0.40
H 0.31 -6.12 1.04
H -1.59 -4.43 1.03
H -1.11 -3.98 -0.62
H -0.05 -2.52 0.55
C 2.90 2.27 -3.50
C 1.43 2.64 -3.42
O 1.06 3.14 -2.15
H 3.22 1.81 -2.57
H 3.54 3.13 -3.72
H 3.01 1.55 -4.32
H 0.83 1.75 -3.64
H 1.11 3.38 -4.15
H 1.04 2.40 -1.52
C 0.50 -3.48 -3.61
C 1.35 -2.66 -2.67
O 1.35 -1.27 -3.03
H 0.64 -3.11 -4.63
H -0.55 -3.37 -3.32
H 0.75 -4.54 -3.55
H 2.41 -2.96 -2.69
H 1.00 -2.77 -1.64
H 0.81 -0.78 -2.39
C -2.03 2.07 -2.02
O -2.28 0.70 -1.99
H -1.45 2.43 -1.16
H -1.36 2.33 -2.86
H -2.94 2.67 -2.07
H -1.62 0.28 -1.42
C 3.08 3.04 0.46
O 2.98 1.64 0.21
H 3.56 3.25 1.43
H 3.68 3.52 -0.33
H 2.10 3.51 0.38
H 2.06 1.40 0.41
C -4.27 -1.84 -1.07
O -2.96 -2.36 -0.98
H -4.81 -1.97 -0.12
H -4.26 -0.78 -1.33
H -4.77 -2.35 -1.89
H -2.39 -1.70 -0.56
C -3.31 1.82 1.20
O -3.42 0.43 1.48
H -2.28 2.17 1.24
H -3.77 2.08 0.25
H -3.86 2.37 1.97
H -2.68 0.03 0.98
C 3.03 -0.23 3.81
O 2.09 -1.15 3.26
H 4.02 -0.34 3.36
H 2.70 0.80 3.62
H 3.07 -0.40 4.88
H 1.61 -0.70 2.53

=====

C6H6N2O2 in the gas phase in a non-equilibrium geometry. Source: OMol25; level of theory: the ωB97M-V functional and the def2-TZVPD basis.

The HOMO-LUMO gap comes out at 8.7769 eV. As for the SMILES: [H]/N=C(\O)c1ccc(C=O)[nH]1. The energy above the lowest of the compared OMol25 structures with the same formula, charge and spin is 1.1022 eV. Its HOMO energy is -8.9 eV.

Geometry (Å):
O -0.24 3.71 1.08
C -0.75 2.65 0.79
C -0.01 1.50 0.29
C 1.36 1.30 0.10
C 1.54 -0.04 -0.28
C 0.28 -0.64 -0.29
N -0.64 0.32 -0.01
C -0.04 -2.06 -0.43
N 0.54 -2.83 -1.24
H -1.85 2.50 0.88
H 2.13 2.04 0.29
H 2.47 -0.55 -0.48
H -1.64 0.16 0.07
O -1.35 -2.46 -0.06
H -1.67 -1.95 0.69
H -0.13 -3.65 -1.39

=====

A molecular structure, C57H40Cl2LaN5O2S4 in a non-equilibrium geometry. Source: OMol25; level of theory: the ωB97M-V functional and the def2-TZVPD basis.

The HOMO-LUMO gap (spin up / spin down) comes out at 4.2871 / 4.3381 eV. The total charge is -2. Its HOMO energy (spin up / spin down) is -0.4 / -0.5 eV.

Geometry (Å):
La -20.90 -2.58 13.25
S -18.89 -5.49 10.43
C -20.30 -6.05 9.54
C -20.00 -6.83 8.41
C -21.02 -7.38 7.62
C -22.36 -7.16 7.95
C -22.69 -6.26 8.96
C -21.68 -5.63 9.72
S -22.12 -4.34 10.79
C -22.45 -3.00 9.56
C -21.32 -2.03 9.20
C -21.42 -1.21 8.08
C -20.34 -0.43 7.67
C -19.24 -0.35 8.48
C -19.20 -1.18 9.59
C -17.88 -1.22 10.31
S -17.73 -2.64 13.48
C -17.16 -4.11 14.13
C -16.05 -4.11 15.03
C -15.65 -5.20 15.75
C -16.35 -6.42 15.61
C -17.34 -6.48 14.59
C -17.80 -5.37 13.86
S -19.18 -5.58 12.79
N -20.18 -2.01 9.94
H -18.94 -7.06 8.17
H -20.70 -7.97 6.74
H -23.18 -7.71 7.45
H -23.73 -6.03 9.15
H -23.26 -2.40 9.99
H -22.80 -3.44 8.62
H -22.31 -1.16 7.46
H -20.44 0.04 6.67
H -18.41 0.35 8.32
H -17.16 -1.66 9.58
H -18.00 -1.89 11.18
H -15.53 -3.15 15.03
H -14.80 -5.09 16.39
H -16.16 -7.31 16.26
H -17.83 -7.45 14.37
C -24.02 -6.65 14.01
C -22.78 -6.11 13.63
N -22.23 -5.08 14.22
C -22.86 -4.50 15.26
C -24.23 -4.82 15.58
C -24.76 -5.99 14.98
C -24.97 -4.06 16.53
C -24.27 -3.14 17.32
C -22.94 -2.81 17.04
C -22.19 -3.48 16.05
N -20.93 -3.09 15.66
C -20.07 -2.44 16.52
C -19.70 -2.94 17.79
C -18.83 -2.21 18.59
C -18.29 -1.00 18.19
C -18.58 -0.49 16.91
C -18.09 0.70 16.39
C -18.39 1.11 15.11
C -19.27 0.30 14.35
N -19.76 -0.86 14.78
C -19.47 -1.25 16.05
H -24.38 -7.55 13.54
H -22.23 -6.61 12.84
H -25.68 -6.41 15.33
H -26.02 -4.32 16.66
H -24.78 -2.61 18.13
H -22.53 -1.94 17.53
H -20.07 -3.92 18.05
H -18.59 -2.64 19.59
H -17.68 -0.41 18.92
H -17.47 1.36 17.00
H -18.07 2.06 14.60
H -19.63 0.67 13.39
Cl -26.17 3.18 13.42
C -24.88 2.08 13.19
C -23.64 2.64 12.78
C -22.60 1.82 12.47
Cl -21.22 2.57 11.81
C -22.64 0.37 12.60
O -21.56 -0.36 12.42
C -23.92 -0.13 12.97
C -24.12 -1.53 13.06
O -23.20 -2.44 12.85
C -25.03 0.68 13.30
H -23.64 3.71 12.68
H -25.14 -1.86 13.30
H -25.97 0.30 13.69
N -17.54 0.13 10.75
C -16.49 0.71 11.15
C -16.66 2.07 11.69
C -17.83 2.80 11.36
C -17.99 4.10 11.84
C -16.99 4.66 12.68
C -15.85 3.93 13.01
C -15.70 2.64 12.55
C -15.10 0.17 11.01
C -14.89 -1.23 11.03
C -13.62 -1.74 10.87
C -12.55 -0.90 10.61
C -12.78 0.49 10.47
C -14.02 1.03 10.70
H -18.57 2.37 10.70
H -18.88 4.70 11.61
H -17.15 5.70 12.99
H -15.03 4.39 13.55
H -14.87 2.01 12.85
H -15.70 -1.89 11.24
H -13.48 -2.84 10.93
H -11.55 -1.31 10.56
H -11.96 1.16 10.26
H -14.19 2.10 10.60